Record 1
ORCA calculation (the ωB97M-V functional and the def2-TZVPD basis) on a molecular structure, C38H30IrN4O2PSTe.

Output
Orbital gap (spin up / spin down) (eV): 5.89 / 5.05
Strongest force on any atom (Eh/bohr): 0.0287
Charge: +1
Expectation value of S²: 0.782
2S+1: 2
Lowest unoccupied orbital energy (spin up / spin down) (eV): -3.954 / -4.712
E_tot (a.u.): -2947.13998

```
78
Properties=species:S:1:pos:R:3:forces:R:3:lowdin_spin:R:1
Ir -0.0148 -0.3242 0.3133 -1.4 0.0 0.1 0.42
C 1.1837 -1.6195 -8.0823 0.0 0.0 0.0 0.00
O 1.5830 -1.1207 -6.8124 0.1 0.1 0.0 0.00
C 1.2117 0.1359 -6.4837 0.0 -0.1 0.0 0.00
C 1.8109 0.6671 -5.3352 0.0 0.0 0.0 0.00
C 1.4922 1.9342 -4.9066 0.1 0.1 0.0 0.00
C 0.5657 2.7065 -5.6183 -0.4 0.0 0.2 0.00
C 0.0125 2.1921 -6.7794 -0.1 -0.1 0.0 0.00
C 0.3072 0.9035 -7.2077 0.0 0.0 0.0 0.00
N 0.1860 4.0553 -5.3017 1.2 0.0 0.0 0.01
N 0.2617 4.5319 -4.1557 -1.5 0.0 0.1 0.00
C 0.2425 3.7535 -2.9657 0.7 0.0 0.0 0.01
C 0.9804 4.2569 -1.9162 0.2 -0.2 0.0 -0.01
C 1.2400 3.5204 -0.7416 0.0 0.1 0.0 0.02
C 0.6990 2.2655 -0.6134 0.0 -0.2 -0.1 -0.01
O 0.9385 1.4099 0.3837 0.4 0.1 -0.1 0.01
C -0.2139 1.8318 -1.5950 0.0 0.0 0.1 0.00
N -0.7966 0.6303 -1.3069 0.2 -0.2 -0.4 0.01
C -1.6900 0.1189 -2.1340 -0.1 0.1 0.0 0.02
C -2.0923 0.8149 -3.2792 0.0 0.0 0.1 0.00
C -1.5047 2.0154 -3.5918 0.1 0.0 0.0 0.02
C -0.4904 2.5457 -2.7645 -0.3 0.1 -0.1 0.00
H 1.7695 -2.5177 -8.2513 0.0 0.0 0.0 0.00
H 1.3933 -0.8970 -8.8725 0.0 0.0 0.0 0.00
H 0.1214 -1.8737 -8.0879 0.0 0.0 0.0 0.00
H 2.5330 0.0610 -4.8038 0.0 0.0 0.0 0.00
H 1.9890 2.3411 -4.0355 0.0 0.0 0.0 0.00
H -0.6792 2.8093 -7.3393 0.0 0.0 0.0 0.00
H -0.1657 0.5171 -8.0985 0.0 0.0 0.0 0.00
H 1.4362 5.2288 -2.0540 0.1 0.0 0.0 0.00
H 1.8743 3.9170 0.0399 0.0 0.0 0.0 0.00
H -2.1185 -0.8372 -1.8626 0.1 0.0 0.0 0.00
H -2.8698 0.3965 -3.9013 0.0 0.0 0.0 0.00
H -1.8267 2.5592 -4.4686 0.0 0.0 0.0 0.00
Te 1.9621 -1.4050 -0.7871 0.5 0.3 0.2 0.17
C 1.6082 -3.4241 -0.5043 -0.2 -0.4 -0.1 0.02
C 2.4289 -4.4055 -0.9927 0.0 0.1 0.0 0.01
C 1.9620 -5.7116 -0.6922 0.0 0.0 0.0 0.00
C 0.7987 -5.6924 0.0130 0.0 -0.1 -0.1 0.01
S 0.2607 -4.1025 0.3167 0.0 0.1 0.0 0.00
H 3.3421 -4.2016 -1.5352 0.0 0.0 0.0 0.00
H 2.4662 -6.6187 -0.9907 0.0 0.0 0.0 0.00
H 0.2272 -6.5359 0.3670 0.0 0.0 0.0 0.00
N -0.6979 -1.3154 1.6955 0.5 0.2 0.2 0.21
P -0.7406 -0.6809 3.1902 0.3 0.2 0.4 0.04
C 0.6738 0.4015 3.4789 0.0 0.0 -0.1 0.00
C 1.9451 -0.1344 3.2523 -0.1 -0.1 0.1 0.00
C 3.0655 0.6612 3.3896 0.0 0.0 0.0 0.00
C 2.9269 1.9973 3.7535 0.0 0.0 0.0 0.00
C 1.6713 2.5261 4.0002 0.0 0.0 0.0 0.00
C 0.5399 1.7302 3.8632 0.0 0.0 0.0 0.00
C -0.6405 -1.9316 4.4654 -0.2 -0.2 -0.1 0.01
C -0.2998 -1.5736 5.7701 0.0 0.0 0.0 0.00
C -0.2703 -2.5425 6.7583 0.0 0.0 0.0 0.00
C -0.5732 -3.8631 6.4461 0.0 0.0 0.0 0.00
C -0.9034 -4.2209 5.1475 0.0 0.0 0.0 0.00
C -0.9383 -3.2549 4.1525 0.0 0.0 0.0 0.00
C -2.2154 0.3122 3.4565 -0.1 -0.1 -0.1 0.00
C -2.4998 1.3302 2.5446 0.0 0.0 0.0 0.00
C -3.5733 2.1758 2.7568 0.0 0.0 0.0 0.00
C -4.3795 1.9989 3.8762 0.0 0.0 0.0 0.00
C -4.1191 0.9721 4.7693 0.0 0.0 0.0 0.00
C -3.0369 0.1262 4.5635 0.0 0.0 0.0 0.00
H 2.0517 -1.1771 2.9731 0.0 0.0 0.0 0.00
H 4.0487 0.2436 3.2191 0.0 0.0 0.0 0.00
H 3.8048 2.6228 3.8507 0.0 0.0 0.0 0.00
H 1.5651 3.5616 4.2954 0.0 0.0 0.0 0.00
H -0.4375 2.1507 4.0596 0.0 0.0 0.0 0.00
H -0.0533 -0.5454 6.0081 0.0 0.0 0.0 0.00
H -0.0063 -2.2713 7.7716 0.0 0.0 0.0 0.00
H -0.5437 -4.6177 7.2211 0.0 0.0 0.0 0.00
H -1.1326 -5.2511 4.9103 0.0 0.0 0.0 0.00
H -1.1888 -3.5182 3.1321 0.0 0.0 0.0 0.00
H -1.8727 1.4683 1.6682 0.0 0.0 0.0 0.00
H -3.7830 2.9726 2.0557 0.0 0.0 0.0 0.00
H -5.2157 2.6638 4.0476 0.0 0.0 0.0 0.00
H -4.7582 0.8258 5.6297 0.0 0.0 0.0 0.00
H -2.8384 -0.6752 5.2628 0.0 0.0 0.0 0.00
```
Forces are in eV/Å.


Record 2
ORCA calculation (the ωB97M-V functional and the def2-TZVPD basis) on a molecular structure, C38H31ClN2O2PV.

Output
Orbital gap (spin up / spin down) (eV): 6.30 / 7.02
Strongest force on any atom (Eh/bohr): 0.2175
Expectation value of S²: 2.017
2S+1: 3
Lowest unoccupied orbital energy (spin up / spin down) (eV): -1.587 / -0.917
E_tot (a.u.): -3472.23914

```
76
Properties=species:S:1:pos:R:3:forces:R:3:lowdin_spin:R:1
C 1.0315 1.2018 2.5227 0.1 1.3 1.9 0.01
C -0.3048 1.5663 2.1606 0.4 0.7 1.4 0.02
C -1.1809 0.6023 2.7478 -0.3 0.7 1.3 0.03
H -0.5999 2.3933 1.5126 0.1 -0.4 0.2 0.00
C -0.3882 -0.3687 3.4471 0.0 0.9 1.5 0.01
C 0.9925 -0.0155 3.2918 0.2 1.4 1.7 0.03
H 1.8520 -0.5581 3.6983 -0.4 0.2 -0.4 0.01
H 1.9206 1.7727 2.2663 -0.2 -0.6 -0.2 0.00
H -2.2659 0.6349 2.6724 0.3 -0.3 -0.1 0.00
H -0.7622 -1.2403 3.9834 0.1 0.2 -0.4 0.00
V 0.1426 -0.3156 1.4841 -0.3 -5.8 -9.5 1.87
Cl -0.9046 -2.2772 0.5666 0.4 1.2 1.3 0.00
P -2.8899 0.9638 -0.3489 1.0 -0.5 0.6 0.01
C -4.2735 0.6233 0.7799 -0.3 0.1 0.4 0.00
C -5.2719 1.5663 1.0638 0.0 -0.4 0.2 0.00
H -5.2273 2.5596 0.6183 -0.1 -0.3 0.0 0.00
C -6.3097 1.2346 1.9372 0.1 -0.1 0.0 0.00
H -7.0940 1.9643 2.1412 0.2 -0.2 0.0 0.00
C -6.3425 -0.0240 2.5413 0.1 0.0 -0.1 0.00
H -7.1682 -0.2937 3.2001 0.2 0.1 -0.1 0.00
C -5.3134 -0.9460 2.3083 -0.1 0.1 -0.1 0.00
H -5.3232 -1.9141 2.8082 0.0 0.2 -0.1 0.00
C -4.2769 -0.6289 1.4366 -0.1 0.5 -0.2 0.00
H -3.4453 -1.3180 1.2601 -0.3 0.1 0.0 0.00
C -2.9201 2.7571 -0.6381 0.5 0.4 -0.2 0.00
C -2.8406 3.6430 0.4616 0.0 -0.1 -0.6 0.00
H -2.8667 3.2560 1.4825 -0.2 0.1 -0.3 0.00
C -2.6957 5.0109 0.2400 0.0 -0.1 -0.1 0.00
H -2.6532 5.6881 1.0919 0.0 -0.1 -0.2 0.00
C -2.6020 5.5108 -1.0632 -0.1 -0.2 0.0 0.00
H -2.5143 6.5845 -1.2305 0.0 -0.3 0.0 0.00
C -2.6077 4.6286 -2.1478 0.1 0.1 0.2 0.00
H -2.5195 5.0119 -3.1632 0.1 -0.1 0.2 0.00
C -2.7143 3.2547 -1.9378 -0.2 0.1 0.5 0.00
H -2.6112 2.5592 -2.7715 -0.3 0.2 0.2 0.00
C -3.3778 0.1679 -1.8953 -0.1 -0.4 -0.4 0.00
C -4.7222 -0.0019 -2.2500 0.3 0.0 -0.4 0.00
H -5.5070 0.3058 -1.5589 0.1 0.0 -0.3 0.00
C -5.0374 -0.5728 -3.4842 0.1 0.0 0.1 0.00
H -6.0812 -0.6682 -3.7818 0.2 0.0 0.1 0.00
C -4.0212 -1.0175 -4.3346 0.2 0.1 0.2 0.00
H -4.2669 -1.4492 -5.3052 0.0 0.1 0.3 0.00
C -2.6814 -0.9201 -3.9420 -0.2 0.0 0.0 0.00
H -1.8868 -1.2903 -4.5879 -0.2 0.0 0.1 0.00
C -2.3544 -0.3489 -2.7165 -0.5 0.3 0.3 0.00
H -1.3261 -0.3186 -2.3565 -0.2 0.0 -0.2 0.00
O 0.5925 -1.5123 -1.9837 1.2 0.4 0.4 0.00
C 1.5931 -1.2473 -1.3352 -0.5 -0.2 0.0 0.00
N 2.8967 -1.6553 -1.6180 -1.3 -0.1 -0.6 0.00
C 3.7815 -1.3545 -0.5314 0.0 -0.4 0.1 0.00
C 2.9520 -0.2899 0.1869 0.2 1.2 0.7 0.00
O 3.4312 0.5391 0.9696 -0.7 -1.1 -0.8 0.00
N 1.6420 -0.4475 -0.1624 -0.5 0.3 0.9 0.00
C 3.8685 -2.5046 0.5015 0.0 0.1 0.0 0.00
C 4.1937 -2.2197 1.8356 0.0 -0.5 0.3 0.00
C 4.2800 -3.2544 2.7780 0.0 0.1 -0.4 0.00
C 4.0415 -4.5766 2.3827 0.0 0.2 -0.2 0.00
C 3.6697 -4.8498 1.0615 0.0 0.3 -0.1 0.00
C 3.5637 -3.8118 0.1245 0.3 -0.1 0.5 0.00
C 5.0868 -0.7714 -1.0015 0.4 -0.2 0.0 0.00
C 6.2947 -1.2398 -0.4861 -0.1 0.6 -0.3 0.00
C 7.4702 -0.5332 -0.7529 -0.1 0.0 -0.1 0.00
C 7.4334 0.6172 -1.5432 -0.3 -0.1 -0.1 0.00
C 6.2294 1.0198 -2.1477 -0.1 -0.4 0.1 0.00
C 5.0524 0.2975 -1.9039 0.7 0.3 0.1 0.00
H 3.0455 -2.3291 -2.3678 0.1 0.4 0.6 0.00
H 4.3530 -1.1873 2.1528 0.1 -0.3 -0.2 0.00
H 4.5434 -3.0152 3.8133 -0.1 -0.2 -0.4 0.00
H 4.1435 -5.3882 3.1037 -0.1 0.2 -0.2 0.00
H 3.4611 -5.8691 0.7351 0.0 0.2 0.2 0.00
H 3.2423 -4.0150 -0.8956 0.1 -0.1 0.3 0.00
H 6.2862 -2.1381 0.1249 0.2 0.3 0.0 0.00
H 8.4052 -0.8960 -0.3296 -0.1 0.2 -0.1 0.00
H 8.3411 1.1955 -1.7109 -0.2 -0.2 0.0 0.00
H 6.2012 1.8936 -2.8061 0.1 -0.3 0.2 0.00
H 4.1158 0.5694 -2.4049 0.3 0.0 0.4 0.00
```
Forces are in eV/Å.


Q: 2S+1 of number 1 (C38H30IrN4O2PSTe)?
A: 2


Q: Among the records above, which one has the lowest 2S+1?
A: C38H30IrN4O2PSTe


Q: The lowest 2S+1 belongs to which entry?
A: C38H30IrN4O2PSTe